2 unconnected molecules or ions with the total composition C4H7NO in a non-equilibrium geometry, computed with ωB97M-V/def2-TZVPD.

Positions of all 13 atoms, in Å:
H1 0.487 -1.173 -1.229
N1 1.795 1.033 -0.201
C1 -0.787 -0.448 0.416
C2 0.054 -1.249 -0.269
C3 -1.577 0.666 -0.142
H2 -0.930 -0.645 1.478
H3 -1.815 1.574 0.450
O1 2.522 -0.683 1.111
H4 -1.030 0.993 -1.040
H5 0.428 -2.118 0.236
H6 1.423 1.661 -0.883
C4 2.042 0.047 0.365
H7 -2.610 0.342 -0.292

Values from the calculation:
Calculated total energy in a.u.: -286.5444
Frontier orbital gap in eV: 10.415
HOMO energy in hartree: -0.34900
Molar mass in g mol⁻¹: 85.1
SMILES: N=C=O.C=CC
Net charge: 0
Maximum force in eV Å⁻¹: 3.71